Entry 1:
42
Properties=species:S:1:pos:R:3 method="wB97M-V/def2-TZVPD" orbital_gap_ev=10.44 lumo_ev=0.85 spin_multiplicity=1 energy_ev=-22993.9945 smiles="COCCCNC(=O)C(=O)NC1CCCCCC1" fmax_ev_per_a=0.49 relative_energy_kcal_mol=23.4
C 3.8675 1.9602 0.1924
O 5.1219 1.3761 0.4488
C 5.2976 0.0862 -0.0868
C 4.5497 -1.0212 0.6863
H 4.0138 -0.5614 1.5183
H 5.2669 -1.7238 1.1101
C 3.5616 -1.8118 -0.1757
N 2.4722 -0.9956 -0.6459
C 1.2007 -1.1191 -0.2598
O 0.7405 -1.9780 0.4737
C 0.3213 -0.0194 -0.8692
O 0.8012 0.8732 -1.5506
N -0.9612 -0.1851 -0.5545
H -1.1686 -0.9879 0.0280
C -2.0369 0.6917 -0.9650
C -2.4832 1.5872 0.2036
H -3.4051 2.0981 -0.0755
C -2.6622 0.8726 1.5441
C -3.9308 0.0328 1.6614
C -4.0873 -1.0394 0.5858
C -4.3839 -0.4523 -0.7947
H -4.9948 0.4438 -0.6714
C -3.1532 -0.1257 -1.6403
H -3.4942 0.4186 -2.5233
H -2.7077 -1.0588 -1.9938
H -4.9814 -1.1659 -1.3673
H -3.1976 -1.6703 0.5469
H -4.9228 -1.6811 0.8761
H -4.8020 0.6922 1.6244
H -3.9293 -0.4486 2.6424
H -1.7892 0.2486 1.7439
H -2.6926 1.6343 2.3274
H -1.7115 2.3495 0.3356
H -1.5855 1.3431 -1.7234
H 2.6639 -0.1974 -1.2411
H 4.0846 -2.2474 -1.0340
H 3.1145 -2.6162 0.4139
H 6.3758 -0.0832 -0.0374
H 5.0004 0.0784 -1.1470
H 3.9125 2.9667 0.6036
H 3.6664 2.0207 -0.8842
H 3.0478 1.4156 0.6739

Entry 2:
55
Properties=species:S:1:pos:R:3 method="wB97M-V/def2-TZVPD" orbital_gap_ev="7.55 / 7.53" lumo_ev="0.15 / 0.06" spin_multiplicity=4 s2=3.82 energy_ev=-181929.7068 fmax_ev_per_a=2.47 relative_energy_kcal_mol=101.0
Cr 0.4500 0.3413 -0.0203
C 4.0874 -1.7406 -0.3384
C 3.0466 -0.7159 -0.4473
N 2.2881 -0.4322 0.5554
N 2.3397 -1.2925 1.6459
C 1.2958 -2.1218 1.6652
N 1.1496 -3.0249 2.7213
S -0.0308 -1.9908 0.4502
C 2.4884 -0.1275 -1.7792
C 3.1744 -0.2992 -3.1415
C 2.3513 -0.5619 -4.1448
C 0.9014 -0.8727 -4.1092
C -0.1828 -0.1387 -4.3095
N 1.3921 0.4591 -1.7822
H 4.5154 -1.8384 0.6398
H 4.8208 -1.4757 -1.1073
H 3.7411 -2.7312 -0.6470
H 2.0199 -3.3725 3.0765
H 0.4088 -3.6795 2.6238
H 4.2163 -0.2281 -3.3341
H 2.7621 -0.7834 -5.0718
H 0.6422 -1.9192 -3.9853
H -1.1661 -0.6214 -4.3763
O -4.7501 4.2953 -3.4488
C -3.8795 3.4854 -3.2827
S -3.7173 2.2416 -1.9284
C -2.1771 1.5122 -2.4202
C -1.6466 2.0154 -3.5399
S -0.1658 1.6341 -4.4126
S -2.5513 3.2405 -4.4447
S -1.7323 0.2614 -1.2416
N -1.2166 3.5887 -0.1819
C -0.0226 3.1084 -0.6535
N 0.3685 3.5657 -1.8379
O 0.6702 2.3446 0.0575
H -1.8726 4.0080 -0.8054
H -1.6207 2.9245 0.4782
H -0.3130 3.9599 -2.4495
H 1.0939 3.0135 -2.2433
C -3.1234 -0.8422 1.7277
N -2.3212 -1.0408 2.9547
C -2.4898 -2.0379 3.8669
C -1.5150 -1.9635 4.7776
N -0.7089 -0.9259 4.3876
C 0.5737 -0.5910 4.9871
C -1.1776 -0.3528 3.2555
Se -0.5283 1.1086 2.2993
H -3.9592 -1.6101 1.8198
H -2.4393 -0.9004 0.8733
H -3.4608 0.1498 1.7415
H -3.2725 -2.7486 3.7548
H -1.3207 -2.5720 5.6436
H 0.6050 -0.9518 6.0754
H 0.7254 0.4976 4.8886
H 1.2339 -1.2506 4.5175

Copy entry 1 word for word.
42
Properties=species:S:1:pos:R:3 method="wB97M-V/def2-TZVPD" orbital_gap_ev=10.44 lumo_ev=0.85 spin_multiplicity=1 energy_ev=-22993.9945 smiles="COCCCNC(=O)C(=O)NC1CCCCCC1" fmax_ev_per_a=0.49 relative_energy_kcal_mol=23.4
C 3.8675 1.9602 0.1924
O 5.1219 1.3761 0.4488
C 5.2976 0.0862 -0.0868
C 4.5497 -1.0212 0.6863
H 4.0138 -0.5614 1.5183
H 5.2669 -1.7238 1.1101
C 3.5616 -1.8118 -0.1757
N 2.4722 -0.9956 -0.6459
C 1.2007 -1.1191 -0.2598
O 0.7405 -1.9780 0.4737
C 0.3213 -0.0194 -0.8692
O 0.8012 0.8732 -1.5506
N -0.9612 -0.1851 -0.5545
H -1.1686 -0.9879 0.0280
C -2.0369 0.6917 -0.9650
C -2.4832 1.5872 0.2036
H -3.4051 2.0981 -0.0755
C -2.6622 0.8726 1.5441
C -3.9308 0.0328 1.6614
C -4.0873 -1.0394 0.5858
C -4.3839 -0.4523 -0.7947
H -4.9948 0.4438 -0.6714
C -3.1532 -0.1257 -1.6403
H -3.4942 0.4186 -2.5233
H -2.7077 -1.0588 -1.9938
H -4.9814 -1.1659 -1.3673
H -3.1976 -1.6703 0.5469
H -4.9228 -1.6811 0.8761
H -4.8020 0.6922 1.6244
H -3.9293 -0.4486 2.6424
H -1.7892 0.2486 1.7439
H -2.6926 1.6343 2.3274
H -1.7115 2.3495 0.3356
H -1.5855 1.3431 -1.7234
H 2.6639 -0.1974 -1.2411
H 4.0846 -2.2474 -1.0340
H 3.1145 -2.6162 0.4139
H 6.3758 -0.0832 -0.0374
H 5.0004 0.0784 -1.1470
H 3.9125 2.9667 0.6036
H 3.6664 2.0207 -0.8842
H 3.0478 1.4156 0.6739